Record 1
The ion C3H5N3 with charge +2. Source: OMol25; level of theory: ωB97M-V/def2-TZVPD.

Results
Largest force on an atom ... 2.546 eV/Å
Calculated total energy ... -7636.986 eV
Net charge ... +2

Each line ends with the Mulliken charge.
Cartesian coordinates (Å):
C (-0.23664, 1.57916, 1.07827)  0.176
C (0.11881, -0.16833, -0.24251)  0.616
C (0.18041, -1.40115, -0.90705)  -0.822
N (0.93048, 1.03324, -0.63910)  0.086
N (0.67512, 1.92286, 0.13368)  0.037
N (-0.55846, 0.29515, 0.85036)  0.019
H (-0.60001, 2.24271, 1.86288)  0.444
H (1.23665, -1.70963, -1.13462)  0.392
H (-0.12099, -1.34239, -1.98804)  0.397
H (-0.38131, -2.21225, -0.41788)  0.362
H (-1.24406, -0.23937, 1.40400)  0.295

=====

Record 2
The molecule C3H5N3O. Source: OMol25; level of theory: ωB97M-V/def2-TZVPD.

Results
Largest force on an atom ... 0.478 eV/Å
Calculated total energy ... -9705.607 eV

Each line ends with the Mulliken charge.
Cartesian coordinates (Å):
N (0.80112, 1.53986, 0.06424)  -0.208
C (0.58088, 0.09545, 0.03287)  0.547
C (1.72828, -0.64438, -0.16177)  -1.072
O (1.28136, -1.91449, -0.07883)  -0.010
N (-0.09745, -2.00156, 0.15600)  -0.529
C (-0.52443, -0.76958, 0.23969)  0.184
N (-1.86737, -0.51596, 0.56710)  -0.571
H (0.35844, 2.08574, -0.68041)  0.358
H (0.60354, 1.99455, 0.96018)  0.349
H (1.82891, 1.52761, -0.09183)  0.409
H (-2.34468, 0.05930, -0.11782)  0.234
H (-2.34752, -1.41113, 0.61282)  0.310

=====

Record 3
A cluster of 2 separate species, C3H5N3O in total. Source: OMol25; level of theory: ωB97M-V/def2-TZVPD.

Results
Largest force on an atom ... 1.133 eV/Å
SMILES ... N#CCO.N=C=N
Calculated total energy ... -9708.500 eV

Each line ends with the Mulliken charge.
Cartesian coordinates (Å):
N (1.19371, 0.72174, -1.19674)  -0.468
C (0.98861, -0.13781, -0.45053)  0.305
C (0.79242, -1.23867, 0.51948)  -0.204
O (1.84515, -2.16524, 0.47187)  -0.501
H (0.64790, -0.79353, 1.51349)  0.243
H (-0.12743, -1.76984, 0.26539)  0.275
H (2.66953, -1.70379, 0.67330)  0.321
N (-1.62845, 1.81765, -1.54393)  -0.564
C (-1.72578, 1.31922, -0.43494)  0.563
N (-1.90462, 0.70075, 0.61610)  -0.547
H (-0.68478, 1.99203, -1.88127)  0.345
H (-2.06626, 1.25750, 1.44776)  0.232

=====

What is the formula in the third record?
C3H5N3O

=====

What is the formula in the third record?
C3H5N3O

=====

What is the calculated total energy in the third record?
-9708.500 eV